Entry 1:
C27H32BGeIN5Zr | ωB97M-V/def2-TZVPD

Highest occupied orbital energy in eV: -11.22
Molecular weight in g/mol: 728.14
LUMO level in eV: -4.0
Relative energy (zero: lowest compared OMol25 entry of this formula, charge and spin) in kcal/mol: 24.2
Total charge: +1
Kohn-Sham gap in eV: 7.22

Cartesian coordinates (Å):
Zr -0.1491 0.2806 0.2884
C 1.9283 3.4243 -4.9844
C 0.7519 4.0404 -4.5797
C 0.0656 3.5874 -3.4710
C 0.5336 2.4913 -2.7288
C 1.7308 1.9043 -3.1307
C 2.4146 2.3609 -4.2467
N -0.1680 2.0268 -1.5484
N -1.1707 2.7664 -1.3447
C -1.9188 2.7561 -0.1936
C -2.8986 3.7673 -0.2023
C -3.6503 4.0085 0.9234
C -3.3953 3.2508 2.0594
C -2.4442 2.2365 2.0432
C -1.6801 1.9162 0.9208
H 2.4691 3.7765 -5.8524
H 0.3680 4.8919 -5.1253
H -0.8408 4.0808 -3.1648
H 2.1575 1.1055 -2.5640
H 3.3410 1.8779 -4.5295
H -3.0150 4.3574 -1.1016
H -4.4040 4.7837 0.9349
H -3.9434 3.4474 2.9722
H -2.3229 1.6919 2.9723
C 3.6643 -1.7913 -2.6337
C 2.3587 -1.9689 -3.0622
C 1.3402 -1.3402 -2.3722
N 1.5487 -0.5706 -1.2990
C 2.8161 -0.4213 -0.8768
C 3.8937 -1.0009 -1.5162
H 4.4893 -2.2524 -3.1599
H 2.1264 -2.5841 -3.9197
H 0.3153 -1.4302 -2.7089
H 2.9668 0.2028 -0.0080
H 4.8918 -0.8379 -1.1357
C -0.8482 -3.6174 -1.5741
Ge -0.3471 -3.5424 0.3504
C -1.8471 -4.2615 1.4340
C 1.0629 -4.9171 0.5126
C 0.4845 -1.8425 0.9476
H -1.6636 -4.3339 -1.6870
H 0.0014 -3.9933 -2.1458
H -1.1740 -2.6758 -2.0152
H -1.8262 -5.3462 1.3185
H -2.8292 -3.9125 1.1217
H -1.7121 -4.0457 2.4946
H 0.6888 -5.8813 0.1638
H 1.3827 -5.0361 1.5489
H 1.9405 -4.6586 -0.0822
H 1.4934 -1.9869 0.5527
H 0.6091 -1.9503 2.0295
I -3.0519 -0.8505 -0.0100
C -2.5096 -0.8463 2.0560
C -3.3703 -1.2973 3.0313
C -2.9146 -1.2345 4.3409
C -1.6499 -0.7219 4.5970
C -0.8718 -0.2924 3.5396
N -1.3006 -0.3645 2.2734
H -4.3497 -1.6799 2.7855
H -3.5429 -1.5868 5.1476
H -1.2769 -0.6453 5.6081
H 0.1130 0.1330 3.6855
B 2.8313 2.7012 3.0555
C 1.9463 1.9405 2.0858
N 1.2805 1.3193 1.3486
H 2.5648 2.2529 4.1447
H 2.5473 3.8656 2.9544
H 3.9686 2.4729 2.7315

natural (NBO) population analysis, charges in e, atoms 1 to 8: 2.101, -0.183, -0.194, -0.223, 0.158, -0.242, -0.194, -0.292


Entry 2:
C33H35EuN4O2 | ωB97M-V/def2-TZVPD

Highest occupied orbital energy (spin up / spin down) in eV: -2.06 / -2.09
Molecular weight in g/mol: 671.63
2S+1: 8
LUMO level (spin up / spin down) in eV: 2.2 / 2.2
Total charge: -1
Kohn-Sham gap (spin up / spin down) in eV: 4.23 / 4.26

Cartesian coordinates (Å):
Eu -3.1498 -0.1547 -0.3999
C -6.0487 -0.3515 -0.0343
C -5.7176 0.9727 0.4305
C -5.0024 0.8268 1.6747
C -4.8938 -0.5667 1.9835
C -5.5390 -1.3005 0.9261
C -5.6102 -2.7726 0.7810
C -4.0911 -1.1311 3.0927
C -4.4162 1.9465 2.4628
C -5.8995 2.2460 -0.3429
C -6.7915 -0.7325 -1.2736
H -6.6320 -3.1507 1.0121
H -4.9057 -3.2858 1.4591
H -5.3391 -3.0676 -0.2580
H -4.6484 -1.1078 4.0343
H -3.1675 -0.5682 3.2373
H -3.7868 -2.1641 2.8999
H -5.0751 2.2667 3.2772
H -4.2134 2.8258 1.7952
H -3.4427 1.6660 2.9319
H -6.5362 2.9781 0.1949
H -6.3999 2.0190 -1.3128
H -4.9254 2.7259 -0.5575
H -7.7096 -1.3042 -1.0772
H -6.1800 -1.3669 -1.9443
H -7.0644 0.1710 -1.8571
C 10.5599 0.6299 -0.8870
O 9.6661 -0.5131 -0.8440
C 8.3481 -0.2817 -0.7167
C 7.5404 -1.4316 -0.7273
C 6.1756 -1.3401 -0.6607
C 5.5951 -0.0636 -0.5822
C 6.4022 1.0740 -0.6174
C 7.7618 1.0007 -0.6463
C 4.1608 -0.0338 -0.5790
N 3.3757 -1.1049 -0.5398
C 2.0874 -0.6604 -0.6872
C 2.0777 0.7852 -0.7725
N 3.4037 1.1485 -0.7023
C 1.0194 1.7653 -0.6994
C 1.2351 3.1504 -0.8525
C 0.1736 4.0688 -0.7207
C -1.1327 3.5677 -0.5214
N -1.3707 2.2484 -0.4006
C -0.3293 1.3669 -0.3708
C -0.4199 -1.0737 -0.8636
N -1.5352 -2.0265 -0.5798
C -1.2501 -3.3072 -0.5345
C 0.0763 -3.8285 -0.4251
C 1.1744 -2.9448 -0.3834
C 0.9845 -1.5878 -0.6383
H 11.5551 0.2089 -0.9350
H 10.5080 1.2725 0.0161
H 10.3942 1.2431 -1.7782
H 7.9959 -2.4037 -0.8061
H 5.5270 -2.2319 -0.6112
H 5.8979 2.0512 -0.5253
H 8.3741 1.9046 -0.6681
H 3.8133 2.1011 -0.7305
H 2.2292 3.5261 -1.0797
H 0.3489 5.1461 -0.8836
H -2.0300 4.1789 -0.4385
H -2.1187 -4.0000 -0.4886
H 0.2447 -4.8951 -0.3476
H 2.1810 -3.3088 -0.2153
C -0.0105 -0.2515 2.5565
O -0.9550 -0.1100 1.4162
C -0.4718 0.0636 0.1572
C -0.5922 -0.5849 -2.3099
H 0.5665 -1.1642 2.4709
H -0.6914 -0.2704 3.4171
H 0.6327 0.6256 2.6149
H 0.1740 0.1688 -2.5928
H -1.5708 -0.0753 -2.3829
H -0.5962 -1.4226 -3.0388

Löwdin population analysis, charges in e, atoms 1 to 8: 1.726, -0.334, -0.324, -0.322, -0.299, -0.324, -0.081, -0.065


Entry 3:
C3H2N4O | ωB97M-V/def2-TZVPD

Highest occupied orbital energy in eV: -9.67
Structure (SMILES): O=c1nccnnn1
Molecular weight in g/mol: 110.08
LUMO level in eV: -0.8
Relative energy (zero: lowest compared OMol25 entry of this formula, charge and spin) in kcal/mol: 59.0
Total charge: 0
Kohn-Sham gap in eV: 8.92

Cartesian coordinates (Å):
O 1.5152 -0.0258 -1.3396
C 0.4038 0.3610 -1.0127
N -0.9168 -0.2195 -1.1718
C -1.1678 -0.9378 -0.1693
C -0.2390 -1.2075 0.9558
N 0.2747 -0.1937 1.6062
N -0.0031 1.1170 1.1118
N 0.1146 1.4175 -0.0196
H -2.0302 -1.6705 0.0320
H -0.3597 -2.2673 1.3551

natural (NBO) population analysis, charges in e, atoms 1 to 8: -0.487, 0.737, -0.399, 0.081, -0.003, -0.240, 0.051, -0.169


Entry 4:
C23H31FN4O4S | ωB97M-V/def2-TZVPD

Highest occupied orbital energy in eV: -8.53
Structure (SMILES): COCCN(C(=O)CCC(=O)Nc1nccs1)[C@@H](C(=O)NCCC(C)C)c1ccc(F)cc1
Molecular weight in g/mol: 478.59
LUMO level in eV: 0.7
Relative energy (zero: lowest compared OMol25 entry of this formula, charge and spin) in kcal/mol: 1.5
Total charge: 0
Kohn-Sham gap in eV: 9.19

Cartesian coordinates (Å):
C -2.8156 -1.1449 -3.2916
O -1.6118 -1.0863 -2.5501
C -1.2753 0.2350 -2.1574
C 0.1175 0.2455 -1.5192
N 0.1598 -0.0944 -0.1114
C 0.5439 -1.2944 0.3963
O 0.9508 -1.3958 1.5423
C 0.3641 -2.5266 -0.4728
C -0.5114 -3.5177 0.3089
C -1.7812 -2.8949 0.8522
O -2.2304 -3.1370 1.9526
N -2.4146 -2.0350 0.0045
C -3.5561 -1.3778 0.3718
N -4.1666 -0.5376 -0.3996
C -5.2710 -0.0386 0.2124
C -5.5000 -0.5022 1.4643
S -4.2782 -1.6337 1.9345
C 0.1553 1.0307 0.8369
C 1.5228 1.7259 0.7145
O 1.7753 2.5759 -0.1209
N 2.4220 1.2318 1.5753
C 3.8064 1.6502 1.6158
C 4.7789 0.4730 1.5173
C 5.0973 0.0175 0.0886
C 3.8473 -0.4439 -0.6561
C 6.1279 -1.1097 0.1342
C -1.0623 1.9035 0.6675
C -1.1109 2.9900 -0.1979
C -2.2669 3.7408 -0.3197
C -3.3720 3.3967 0.4349
F -4.5036 4.1219 0.3132
C -3.3470 2.3350 1.3205
C -2.1872 1.5922 1.4276
H -2.7325 -0.5486 -4.2056
H -3.6537 -0.7818 -2.6889
H -2.9679 -2.1904 -3.5520
H -1.2564 0.8771 -3.0481
H -2.0340 0.6218 -1.4659
H 0.5298 1.2524 -1.6170
H 0.7628 -0.4321 -2.0830
H 1.3429 -2.9833 -0.6353
H -0.0765 -2.2931 -1.4374
H 0.0387 -3.9027 1.1688
H -0.7844 -4.3599 -0.3311
H -2.0578 -1.8309 -0.9299
H -5.8719 0.6736 -0.3232
H -6.3021 -0.2528 2.1277
H 0.0952 0.5680 1.8280
H 2.1672 0.4334 2.1418
H 3.9757 2.1797 2.5609
H 3.9547 2.3546 0.7943
H 5.7146 0.7655 1.9979
H 4.3690 -0.3698 2.0798
H 5.5318 0.8642 -0.4544
H 3.1827 0.3924 -0.8511
H 4.1218 -0.8858 -1.6120
H 3.3133 -1.1898 -0.0709
H 5.7196 -1.9739 0.6541
H 7.0277 -0.7897 0.6546
H 6.4059 -1.4148 -0.8718
H -0.2343 3.2721 -0.7576
H -2.3148 4.5865 -0.9872
H -4.2196 2.1039 1.9097
H -2.1549 0.7593 2.1150

natural (NBO) population analysis, charges in e, atoms 1 to 8: -0.267, -0.578, -0.082, -0.262, -0.442, 0.716, -0.660, -0.520


Entry 5:
C15H30BrN3O4P2 | ωB97M-V/def2-TZVPD

Highest occupied orbital energy in eV: -7.75
Structure (SMILES): [H]/N=C(/C)C[C@@]1(O)C[N@+](CCCCCC)([PH2]=N)[C@](C)(Br)[C@]1([PH2]=O)C(=O)[O-]
Molecular weight in g/mol: 458.27
LUMO level in eV: -0.2
Total charge: 0
Kohn-Sham gap in eV: 7.56

Cartesian coordinates (Å):
H -0.6139 1.8797 -2.2828
N -0.2572 2.5487 -1.5646
C -1.1312 2.4678 -0.5599
C -0.8738 3.4188 0.7032
C -2.3916 1.4923 -0.6751
C -2.0782 -0.0730 -0.4545
O -2.9120 -0.6597 -1.5232
C -0.6208 -0.6423 -0.9328
N -0.3625 -1.8978 -0.1061
C 1.0378 -2.4438 -0.0134
C 2.1140 -1.8545 -1.0392
C 3.1002 -0.7383 -0.3678
C 2.9996 0.7074 -1.0601
C 3.2859 1.7985 0.1164
C 4.0559 3.1121 -0.4052
P -1.2132 -3.3341 -0.8518
N -0.6314 -3.6755 -2.3290
C -0.9368 -1.4481 1.2273
C -0.0422 -0.2354 1.8718
Br -0.7980 -2.7696 2.7488
C -2.3832 -0.7203 1.0206
P -2.9103 0.4905 2.4110
O -4.2703 1.1630 2.1907
C -3.6833 -1.6775 0.9492
O -4.8313 -1.2668 0.5697
O -3.6197 -3.0460 1.2431
H -0.9271 4.5012 0.3014
H -1.7656 3.3072 1.4048
H 0.1424 3.2778 1.1949
H -2.7895 1.6117 -1.7528
H -3.2140 1.9112 -0.0019
H -2.5450 -0.4233 -2.3994
H 0.2180 0.1233 -0.8313
H -0.5183 -0.9599 -2.0286
H 1.0123 -3.5850 -0.1971
H 1.5087 -2.3504 1.0369
H 1.7054 -1.5258 -2.0530
H 2.8257 -2.7342 -1.2820
H 2.9664 -0.6840 0.7770
H 4.1930 -1.0862 -0.5126
H 3.8752 0.8118 -1.8020
H 2.0324 0.9077 -1.6269
H 2.3541 2.0143 0.7421
H 4.0222 1.2629 0.8321
H 4.6735 2.7926 -1.3170
H 3.2656 3.8992 -0.6399
H 4.7778 3.4930 0.4113
H -1.0172 -4.4568 0.0404
H -2.6116 -3.1276 -1.0238
H 0.0905 -2.9882 -2.5869
H -0.2563 -0.2881 3.0043
H -0.2735 0.7813 1.4159
H 1.0799 -0.4007 1.7696
H -1.9559 1.5723 2.5797
H -2.9015 -0.2537 3.6581

natural (NBO) population analysis, charges in e, atoms 1 to 8: 0.313, -0.637, 0.323, -0.706, -0.540, 0.328, -0.721, -0.297


Entry 6:
C4H15N2O | ωB97M-V/def2-TZVPD

Highest occupied orbital energy in eV: -13.93
Molecular weight in g/mol: 107.18
LUMO level in eV: -3.0
Relative energy (zero: lowest compared OMol25 entry of this formula, charge and spin) in kcal/mol: 27.3
Total charge: +1
Kohn-Sham gap in eV: 10.97

Cartesian coordinates (Å):
C 0.9081 2.2177 -0.7658
N 0.9801 1.0164 0.0752
C 0.6144 1.2451 1.4771
O 0.0099 0.1026 2.0447
H -0.0790 2.6624 -0.6493
H 1.0388 1.9487 -1.8104
H 1.6563 2.9647 -0.5005
H 1.9226 0.6405 0.0592
H 1.4942 1.4494 2.0853
H -0.0547 2.1033 1.5374
H -0.9297 0.1277 1.8371
C -0.5906 -2.3729 0.0240
N -0.2874 -1.2802 -0.9427
C -1.4803 -0.8445 -1.7214
H 0.2877 -2.5710 0.6315
H -1.4228 -2.0819 0.6557
H -0.8738 -3.2638 -0.5319
H 0.4122 -1.6378 -1.5920
H 0.1503 -0.4257 -0.4668
H -1.8567 -1.6959 -2.2864
H -1.1987 -0.0399 -2.3901
H -2.2379 -0.5163 -1.0171

natural (NBO) population analysis, charges in e, atoms 1 to 8: -0.420, -0.673, 0.083, -0.708, 0.205, 0.207, 0.206, 0.381